Entry from OMol25: C26H34MnN2OSi as an isolated structure at a distorted geometry (wB97M-V/def2-TZVPD).

Summary:
frontier orbital gap (spin up / spin down)	5.5 / 6.6	eV
charge	+2
2S+1	2

Geometry as XYZ:
```
65
Properties=species:S:1:pos:R:3:forces:R:3
Mn -0.487 -0.285 -0.273 0.2 0.1 0.2
O -2.389 -1.358 0.156 0.3 0.4 -0.1
C -3.516 -0.500 0.410 0.0 0.0 0.1
C -3.104 0.935 0.280 0.0 0.0 0.1
C -4.083 1.909 0.242 -0.1 0.1 0.0
C -3.708 3.240 0.210 0.0 0.0 0.0
C -2.356 3.556 0.219 0.0 0.1 0.0
C -1.438 2.534 0.236 0.0 0.0 0.0
N -1.792 1.232 0.261 0.2 -0.3 -0.4
H -2.517 -2.192 0.622 0.1 -0.2 0.0
H -3.888 -0.667 1.421 0.0 0.0 0.1
H -4.321 -0.720 -0.287 0.0 -0.1 -0.1
H -5.128 1.620 0.249 0.1 0.0 0.0
H -4.458 4.020 0.183 0.0 0.0 0.0
H -2.012 4.581 0.207 0.0 0.0 0.0
H -0.382 2.746 0.242 0.0 0.0 0.0
C 0.271 -1.289 1.292 0.2 0.4 0.2
Si 1.000 -2.880 0.611 1.0 -0.8 -0.5
C 0.372 -2.931 -1.185 -0.1 -0.1 0.3
N 0.311 -1.529 -1.677 -0.6 0.5 0.0
C -0.842 -1.247 -2.577 0.1 -0.2 -0.4
C -0.703 -1.859 -3.971 0.2 0.0 -0.1
C 0.602 -1.410 -4.624 0.0 0.0 0.1
C 1.781 -1.744 -3.712 -0.2 0.0 0.0
C 1.589 -1.122 -2.334 0.3 -0.1 0.0
C 0.400 -4.376 1.523 0.0 0.3 0.0
C 1.248 -5.086 2.378 0.0 0.0 0.1
C 0.776 -6.188 3.081 0.1 0.0 0.0
C -0.542 -6.594 2.933 0.0 0.0 0.0
C -1.395 -5.903 2.080 -0.1 0.0 -0.1
C -0.923 -4.803 1.380 0.0 -0.1 0.1
C 2.868 -2.792 0.589 0.4 -0.1 -0.4
C 3.602 -3.632 -0.307 -1.1 0.6 0.8
C 4.977 -3.638 -0.309 0.5 0.4 0.4
C 5.663 -2.792 0.566 -0.5 0.4 0.5
C 4.958 -1.945 1.456 1.1 -0.6 -0.7
C 3.583 -1.944 1.458 -0.7 -0.5 -0.4
H 0.968 -0.785 1.959 -0.1 0.1 -0.1
H -0.624 -1.506 1.880 -0.3 0.3 -0.1
H -0.623 -3.381 -1.207 -0.1 0.1 -0.1
H 1.003 -3.543 -1.831 -0.1 0.0 0.0
H -0.906 -0.152 -2.696 0.0 0.1 0.0
H -1.752 -1.610 -2.104 -0.1 0.0 0.1
H -1.572 -1.571 -4.564 0.0 0.0 0.0
H -0.722 -2.948 -3.877 0.0 0.0 0.0
H 0.570 -0.330 -4.803 0.0 0.0 0.0
H 0.723 -1.890 -5.594 0.0 0.0 0.0
H 2.713 -1.353 -4.121 0.0 0.0 0.0
H 1.898 -2.829 -3.641 0.0 0.0 0.0
H 1.586 -0.038 -2.434 -0.1 0.1 -0.1
H 2.405 -1.391 -1.660 -0.1 0.0 0.0
H 2.282 -4.778 2.503 -0.1 0.0 0.0
H 1.441 -6.731 3.741 0.0 0.0 0.0
H -0.907 -7.457 3.476 0.0 0.0 0.0
H -2.419 -6.229 1.953 0.0 0.0 0.0
H -1.594 -4.291 0.689 0.0 -0.1 0.0
H 3.070 -4.296 -0.985 0.0 0.0 0.1
H 5.522 -4.291 -0.978 0.0 0.0 0.0
H 6.748 -2.784 0.566 -0.1 0.0 0.0
H 5.505 -1.306 2.140 0.0 -0.1 -0.1
H 3.053 -1.297 2.151 0.1 0.0 0.0
C 1.174 0.789 0.017 0.2 -0.5 0.8
H 1.130 1.379 0.930 -0.1 0.0 0.0
H 1.108 1.461 -0.854 -0.5 -0.2 -0.2
H 2.124 0.258 -0.014 -0.1 -0.1 0.0
```
Positions in Å, forces in eV/Å.

Here are the natural (NBO) charges for atoms 1 to 8, given in e: number 1, Mn, carries 1.273; number 2, O, carries -0.734; number 3, C, carries -0.109; number 4, C, carries 0.218; number 5, C, carries -0.221; number 6, C, carries -0.077; number 7, C, carries -0.218; number 8, C, carries 0.065